Entry 1:
Computed, not measured: C40H44CrN6O5P2S as an isolated structure, with ωB97M-V/def2-TZVPD.

The relative energy (zero: lowest compared OMol25 entry of this formula, charge and spin) comes out at 0.0 kJ/mol. For the HOMO energy (alpha / beta), the calculation gives -14.22 / -14.22 eV. The LUMO energy (alpha / beta) comes out at -7.6 / -7.2 eV.

Geometry as ORCA input:
```
! RIJCOSX wB97M-V def2-TZVPD def2/J DEFGRID3
* xyz 3 4
Cr -0.22109 -0.80987 -0.21328
O -0.56121 0.77285 -1.30138
P 0.01845 2.19617 -1.28909
C 1.81455 2.02711 -1.52366
P 2.51299 1.04184 -0.15293
O 1.39355 0.12551 0.33230
C 3.88446 0.08937 -0.77065
C 3.63587 -0.85685 -1.77016
C 4.67416 -1.60596 -2.28929
C 5.96986 -1.40758 -1.82026
C 6.22156 -0.47087 -0.83046
C 5.18143 0.28099 -0.30246
C 3.02551 2.16077 1.12833
C 3.83176 3.25876 0.82154
C 4.23306 4.11759 1.82912
C 3.82995 3.88366 3.13918
C 3.02784 2.79427 3.44391
C 2.62329 1.92775 2.43994
C -0.62662 3.17494 -2.62098
C -1.32849 4.35456 -2.38792
C -1.79122 5.10070 -3.46108
C -1.55568 4.67240 -4.75813
C -0.86485 3.48897 -4.99589
C -0.39915 2.74090 -3.93127
C -0.22809 2.99986 0.28129
C -1.01572 2.39834 1.25778
C -1.13717 2.99562 2.50330
C -0.47656 4.18602 2.77276
C 0.30238 4.79320 1.79613
C 0.42820 4.20289 0.55145
H 2.28838 3.00721 -1.59161
H 1.98624 1.50136 -2.46743
H 2.63066 -1.00895 -2.15022
H 4.48417 -2.33431 -3.06594
H 6.78549 -1.98208 -2.23757
H 7.22907 -0.31954 -0.46951
H 5.38550 1.00344 0.47630
H 4.16122 3.44514 -0.19446
H 4.86230 4.96545 1.59731
H 4.14765 4.55490 3.92509
H 2.71954 2.61833 4.46502
H 1.98638 1.08316 2.67036
H -1.51721 4.69413 -1.37811
H -2.33082 6.01982 -3.28307
H -1.90872 5.26352 -5.59191
H -0.68583 3.15905 -6.00932
H 0.13453 1.81733 -4.12385
H -1.55624 1.48158 1.04584
H -1.75058 2.53491 3.26529
H -0.57294 4.64840 3.74565
H 0.80811 5.72590 2.00408
H 1.03873 4.68486 -0.20344
N 4.37278 -6.09794 -0.49263
C 3.10201 -6.11497 -0.92493
S 2.33717 -7.41537 -1.54199
C 2.35989 -4.82480 -0.74763
C 2.53930 -4.01828 0.37233
C 1.76509 -2.88515 0.52264
N 0.85529 -2.52548 -0.38589
C 0.68028 -3.28724 -1.47483
C 1.40758 -4.43824 -1.68984
H 4.91767 -6.94327 -0.56975
H 4.84582 -5.25110 -0.22695
H 3.24590 -4.27846 1.14776
H 1.86684 -2.23854 1.38429
H -0.08682 -2.96876 -2.16873
H 1.22962 -5.05169 -2.56129
C -6.20803 -0.75165 -2.88444
N -5.01437 -0.80473 -2.05713
C -3.81667 -1.54915 -2.40287
C -2.89333 -1.09875 -1.29454
O -1.71946 -1.53517 -1.21338
N -3.47869 -0.23887 -0.48042
C -4.73399 -0.05965 -0.99207
N -5.56779 0.80985 -0.44164
H -6.36731 -1.73027 -3.33133
H -6.10910 -0.00532 -3.67321
H -7.08126 -0.52848 -2.27403
H -3.42362 -1.26851 -3.38260
H -3.97630 -2.62894 -2.38253
H -5.26886 1.30386 0.38139
H -6.50500 0.95267 -0.77721
O -1.60626 -3.33913 1.23253
C -1.45785 -2.31983 1.87547
O -0.88979 -1.22326 1.49166
C -2.03532 -2.23454 3.29057
N -2.47718 -3.63310 3.65765
C -3.95345 -3.59371 3.99587
C -4.18228 -2.14461 4.38042
C -3.30897 -1.38278 3.38576
H -1.27286 -1.90675 3.99461
H -1.93241 -4.00513 4.43320
H -2.29078 -4.20679 2.81638
H -4.16173 -4.32365 4.77350
H -4.48801 -3.87230 3.08936
H -3.84627 -1.96671 5.40373
H -5.23450 -1.87592 4.32521
H -3.07558 -0.37001 3.70390
H -3.79008 -1.32693 2.40697
*
```

These are the Mulliken partial charges, in e, on atoms 1 to 8: atom 1 (Cr): 0.17, atom 2 (O): -0.30, atom 3 (P): 0.95, atom 4 (C): -1.35, atom 5 (P): 1.19, atom 6 (O): 0.27, atom 7 (C): 0.50, atom 8 (C): -0.47


Entry 2:
Computed, not measured: a 12-piece molecular cluster, C40H44N12O8 overall at a distorted geometry, with ωB97M-V/def2-TZVPD.

The relative energy (zero: lowest compared OMol25 entry of this formula, charge and spin) comes out at 30.1 kJ/mol. For the HOMO energy, the calculation gives -9.53 eV. The LUMO energy comes out at -1.5 eV. The SMILES is O=[N+]([O-])c1ccccc1.O=[N+]([O-])c1ccccc1.O=[N+]([O-])c1ccccc1.O=[N+]([O-])c1ccccc1.CC#N.CC#N.CC#N.CC#N.CC#N.CC#N.CC#N.CC#N.

Geometry as ORCA input:
```
! RIJCOSX wB97M-V def2-TZVPD def2/J DEFGRID3
* xyz 0 1
O 1.10319 -0.58474 -1.23975
N 0.85678 0.29537 -0.47034
O 0.91740 1.49135 -0.77025
C 0.46524 -0.12381 0.87560
C 0.57916 -1.45670 1.30788
C 0.16760 -1.90828 2.55151
C -0.47944 -1.00452 3.36999
C -0.56265 0.35275 2.97032
C -0.06755 0.80781 1.74978
H 0.95562 -2.21003 0.63174
H 0.32094 -2.92065 2.89502
H -0.83299 -1.30509 4.34521
H -0.98806 1.06978 3.65682
H -0.19820 1.82497 1.41107
O 6.64712 0.89267 -6.21154
N 5.69829 1.14889 -6.91107
O 5.80511 1.55462 -8.05738
C 4.28151 0.95129 -6.40290
C 3.24955 1.13581 -7.34406
C 1.92319 1.02975 -6.89900
C 1.64798 0.60006 -5.58929
C 2.72760 0.36901 -4.72505
C 4.01494 0.47034 -5.15150
H 3.45198 1.52199 -8.33213
H 1.06645 1.28781 -7.50382
H 0.65360 0.48561 -5.18370
H 2.44690 0.03203 -3.73811
H 4.84781 0.24392 -4.50231
O -3.68802 0.66264 1.43907
N -4.19999 1.57619 2.14998
O -3.76098 1.80150 3.23899
C -5.41657 2.30455 1.72844
C -5.95433 3.37245 2.38089
C -7.04133 4.01334 1.86698
C -7.71127 3.55989 0.68427
C -7.09934 2.60400 -0.03875
C -5.97176 1.95662 0.47775
H -5.40608 3.75228 3.23033
H -7.50277 4.83559 2.39365
H -8.61177 4.06095 0.36111
H -7.35935 2.23687 -1.02059
H -5.57275 1.21883 -0.20258
O 1.82195 -3.02418 -7.84442
N 2.38106 -2.88460 -6.78497
O 3.59706 -2.92913 -6.64122
C 1.49795 -2.72857 -5.59394
C 1.98254 -2.89754 -4.24575
C 1.09300 -2.73551 -3.18781
C -0.30904 -2.54534 -3.41502
C -0.74300 -2.43325 -4.72863
C 0.16195 -2.43313 -5.76904
H 3.01589 -3.12574 -4.03007
H 1.38961 -2.79744 -2.15119
H -1.05904 -2.45077 -2.64369
H -1.78076 -2.19345 -4.90738
H -0.24042 -2.46816 -6.77067
C -1.62299 4.96646 3.79568
C -0.38649 4.24010 3.45465
N 0.59873 3.64713 3.22023
H -1.78919 5.65717 2.96900
H -1.40027 5.48842 4.72629
H -2.38083 4.21908 4.03064
C -0.94023 -3.69578 6.85495
C 0.37331 -4.26607 6.57173
N 1.39095 -4.71270 6.35971
H -1.61741 -4.47450 6.50406
H -1.10106 -2.82477 6.21968
H -1.13142 -3.44331 7.89793
C 2.94594 2.91229 1.27367
C 3.73209 2.00094 2.07341
N 4.35870 1.25868 2.73167
H 2.75110 3.85041 1.79336
H 1.97464 2.56793 0.91856
H 3.61074 3.17384 0.45043
C -3.55425 3.38314 7.24183
C -2.43201 2.70181 6.50893
N -1.57341 2.16816 5.93815
H -4.12727 2.62316 7.77303
H -4.17579 3.94404 6.54385
H -3.13454 4.04158 8.00237
C 2.57864 3.22678 -3.00101
C 3.63446 2.50174 -2.27017
N 4.51659 2.05851 -1.65881
H 1.70115 2.58812 -3.10206
H 2.93173 3.59828 -3.96300
H 2.38220 4.07526 -2.34558
C -3.82846 -3.77570 3.22351
C -2.46012 -4.27765 3.38919
N -1.37673 -4.56392 3.47211
H -4.18813 -3.26975 4.11947
H -4.40625 -4.65800 2.94818
H -3.93175 -3.20105 2.30307
C 0.43299 -5.93897 0.58214
C 1.57947 -5.16110 1.07311
N 2.49255 -4.53355 1.36432
H 0.60309 -5.93305 -0.49449
H -0.51224 -5.48787 0.88407
H 0.59119 -6.92396 1.02132
C 4.33913 -1.06386 -1.15113
C 5.65584 -1.03265 -1.77329
N 6.69250 -1.02761 -2.25557
H 4.35614 -0.43598 -0.26030
H 3.97956 -2.05801 -0.88566
H 3.65578 -0.49460 -1.78127
*
```

These are the Mulliken partial charges, in e, on atoms 1 to 8: atom 1 (O): -0.47, atom 2 (N): 1.14, atom 3 (O): -0.66, atom 4 (C): -0.46, atom 5 (C): 0.28, atom 6 (C): -0.85, atom 7 (C): -0.33, atom 8 (C): -0.61


What is the relative energy (zero: lowest compared OMol25 entry of this formula, charge and spin) in the second record?
30.1 kJ/mol